Molecular formula: C4H6NO2
Method: DFT, ωB97M-V with the def2-TZVPD basis set

Properties
* net charge: -1
* HOMO energy (alpha / beta): -0.066 / -0.082 Eh
* Kohn-Sham gap (alpha / beta): 6.025 / 6.464 eV
* molecular weight: 100.10 g mol⁻¹
* ΔE to the lowest compared entry with this formula, charge and spin: 7.549 eV
* LUMO level (alpha / beta): 4.23 / 4.24 eV

Cartesian coordinates (Å):
C (-2.54433, -0.24575, -0.49831)
C (-1.61832, -0.86455, -0.03163)
C (1.25874, 1.24678, 0.35580)
C (-0.59592, -1.82375, 0.13756)
N (1.54064, -1.15093, -0.51779)
O (2.21761, -1.33983, 0.52133)
O (1.38331, 0.30057, -0.76447)
H (-3.25145, 0.55268, -0.69759)
H (1.63697, 0.89648, 1.32691)
H (0.18681, 1.42492, 0.61402)
H (1.78895, 2.10874, -0.11648)
H (-0.65097, -2.70194, -0.50027)
H (-0.11686, -1.72330, 1.08593)



Molecular formula: C5H11N
Method: DFT, ωB97M-V with the def2-TZVPD basis set

Properties
* HOMO energy: -0.331 Eh
* Kohn-Sham gap: 10.038 eV
* molecular weight: 85.15 g mol⁻¹
* ΔE to the lowest compared entry with this formula, charge and spin: 3.447 eV
* LUMO level: 1.03 eV

Cartesian coordinates (Å):
C (-1.32111, -0.49222, 1.27104)
N (-1.09143, 0.56046, 0.32317)
C (-0.09130, 1.59982, 0.49819)
C (0.10062, 0.38914, -0.39931)
C (1.21217, -1.00167, 0.27168)
C (0.11582, 0.28182, -1.91753)
H (-1.98829, -1.22217, 0.79668)
H (-0.30467, -0.95781, 1.36430)
H (-1.78100, -0.11089, 2.18830)
H (0.59363, 1.61980, 1.34676)
H (-0.48421, 2.60068, 0.25454)
H (2.13562, -0.59647, -0.09951)
H (0.99987, -1.95092, -0.25531)
H (1.51739, -1.39283, 1.29108)
H (1.05064, 0.67109, -2.33079)
H (0.04701, -0.78257, -2.15730)
H (-0.71074, 0.78473, -2.44599)



Molecular formula: CHIN2
Method: DFT, ωB97M-V with the def2-TZVPD basis set

Properties
* HOMO energy (alpha / beta): -0.346 / -0.346 Eh
* Kohn-Sham gap (alpha / beta): 7.923 / 7.922 eV
* molecular weight: 167.94 g mol⁻¹
* ΔE to the lowest compared entry with this formula, charge and spin: 3.380 eV
* LUMO level (alpha / beta): -1.50 / -1.50 eV

Cartesian coordinates (Å):
C (0.23378, 1.06589, -0.82762)
N (-0.37907, 0.32483, -1.45943)
N (1.25943, 0.16074, 2.31274)
I (1.26909, -1.36745, 3.37698)
H (0.87148, 1.82510, -0.22913)



Molecular formula: C3H5ClP
Method: DFT, ωB97M-V with the def2-TZVPD basis set

Properties
* net charge: +1
* HOMO energy: -0.557 Eh
* Kohn-Sham gap: 8.456 eV
* molecular weight: 107.50 g mol⁻¹
* ΔE to the lowest compared entry with this formula, charge and spin: 1.575 eV
* LUMO level: -6.70 eV

Cartesian coordinates (Å):
C (-0.03038, 1.72527, -0.59570)
C (0.10256, 2.02402, 0.56389)
C (-0.12950, -0.95083, -0.21168)
P (-1.43217, 0.08535, -0.91948)
Cl (-2.85182, -0.20070, 0.39694)
H (0.12139, 1.85625, -1.70187)
H (0.13452, 2.24458, 1.64662)
H (-0.03725, -0.82603, 0.95344)
H (0.86318, -0.93991, -0.88730)
H (-0.42362, -1.95309, -0.46428)



Molecular formula: C7H14N2
Method: DFT, ωB97M-V with the def2-TZVPD basis set

Properties
* HOMO energy: -0.305 Eh
* structure (SMILES): CCc1c[nH]cn1.CC
* Kohn-Sham gap: 9.253 eV
* molecular weight: 126.20 g mol⁻¹
* ΔE to the lowest compared entry with this formula, charge and spin: 2.135 eV
* LUMO level: 0.94 eV

Cartesian coordinates (Å):
C (-0.92783, -0.49427, 1.44642)
C (-1.40510, 0.08266, 0.09704)
C (-0.42584, 1.13012, -0.30069)
C (0.23572, 2.05282, 0.53463)
N (1.11071, 2.91898, -0.21438)
C (1.08409, 2.32392, -1.51824)
N (0.07783, 1.32865, -1.57056)
H (-0.40707, 0.20124, 2.19985)
H (-0.13723, -1.24657, 1.30186)
H (-1.72097, -0.90649, 1.92664)
H (-1.60842, -0.71337, -0.61190)
H (-2.41385, 0.61306, -0.04703)
H (-0.02498, 2.03744, 1.56439)
H (1.93307, 3.41860, 0.16564)
H (1.48954, 2.70073, -2.46701)
C (0.92958, -3.81359, 0.41845)
C (-0.58796, -3.55363, 0.34364)
H (1.39336, -3.96337, -0.55693)
H (1.50630, -2.99815, 0.85627)
H (1.24451, -4.66960, 1.09007)
H (-0.83936, -2.59207, 0.15053)
H (-1.09884, -3.93665, 1.27513)
H (-1.05179, -4.04646, -0.48030)



Molecular formula: C10H9DyN2O5Se
Method: DFT, ωB97M-V with the def2-TZVPD basis set

Properties
* net charge: +2
* HOMO energy (alpha / beta): -0.569 / -0.568 Eh
* Kohn-Sham gap (alpha / beta): 6.049 / 6.146 eV
* <S²>: 9.338
* 2S+1: 6
* molecular weight: 478.65 g mol⁻¹
* ΔE to the lowest compared entry with this formula, charge and spin: 0.000 eV
* LUMO level (alpha / beta): -9.43 / -9.31 eV

Cartesian coordinates (Å):
O (-0.01086, 4.09704, -4.57480)
C (0.34744, 3.56676, -3.62154)
Dy (0.30490, 0.73091, -1.70441)
O (-0.43640, 0.85026, -5.17499)
C (-0.32272, 0.90662, -4.02490)
C (0.97115, -1.67148, -1.91854)
O (1.23288, -2.78573, -1.99229)
C (1.89511, 0.67095, 0.03650)
O (2.79173, 0.63785, 0.77556)
C (2.33138, 0.38120, -2.64952)
O (3.34470, 0.18763, -3.17067)
H (1.75445, 2.20628, -1.72554)
C (-1.77936, -2.64572, 0.73672)
N (-1.10318, -1.63785, 1.52190)
C (-0.48941, -1.82100, 2.75368)
C (-0.11246, -0.60586, 3.21304)
N (-0.46888, 0.31591, 2.23580)
C (-0.34199, 1.76883, 2.35139)
C (-1.08700, -0.31834, 1.18687)
Se (-2.12001, 0.50081, -0.14873)
H (-2.14720, -2.17907, -0.19624)
H (-2.64463, -3.11411, 1.23329)
H (-1.08192, -3.45017, 0.46795)
H (-0.31022, -2.77225, 3.18278)
H (0.41691, -0.33456, 4.10930)
H (-0.89183, 2.20567, 3.22378)
H (0.72905, 2.06678, 2.44432)
H (-0.77164, 2.24266, 1.42928)